Below is the molecule C6H10O2S at a distorted geometry, with properties calculated with ωB97M-V with the def2-TZVPD basis set.

```
19
Properties=species:S:1:pos:R:3:forces:R:3:mulliken_charge:R:1
C -0.058732 1.299145 -0.219251 -1.5 -0.2 0.2 0.225
C -1.594746 1.275625 -0.436181 1.4 -0.4 -0.8 -0.602
C -0.594910 -1.237995 -0.531756 2.3 4.2 2.1 -1.038
C 0.599729 -0.092908 0.057290 -4.7 -0.4 -0.5 1.341
C 1.824718 -0.174559 -0.735566 0.7 -4.5 -0.8 -1.488
C 0.710050 -0.308750 1.570649 -0.9 -3.1 -2.1 -1.796
O 0.494554 2.361844 -0.211638 0.8 -0.1 0.0 -0.543
O -2.818974 -0.557036 0.777172 -1.2 -1.1 2.4 -0.630
S -2.177834 -0.420725 -0.511643 -0.6 0.7 -1.0 0.360
H -2.086127 1.922832 0.280273 -0.2 -0.6 0.7 0.367
H -1.918900 1.721171 -1.358117 0.5 0.4 -0.9 0.379
H -0.422573 -1.417974 -1.534093 0.6 -0.7 -2.1 0.545
H -0.548936 -2.084509 0.088835 -0.3 -1.2 0.6 0.493
H 1.509386 -0.555677 -1.738556 0.5 0.4 0.5 0.375
H 2.412146 -1.067042 -0.289137 -0.2 1.7 -0.8 0.299
H 2.371128 0.695345 -0.917943 1.0 1.4 0.4 0.365
H 1.163805 -1.287596 1.718235 0.8 0.0 -0.1 0.445
H -0.185120 -0.501920 2.123998 -1.0 1.0 0.1 0.367
H 1.321338 0.430726 1.867435 2.0 2.5 2.0 0.536
```
Positions in Å, forces in eV/Å.

Values from the calculation:
Lowest unoccupied orbital energy = 0.0223 Ha
Orbital gap = 0.347 Ha
HOMO = -8.826 eV
Relative energy (zero: lowest compared OMol25 entry of this formula, charge and spin) = 33.8 kcal per mole
E = -783.20257 hartree